# 1
Formula: C54H70N4O28P3
Source: the Open Molecules 2025 dataset
Level of theory: the ωB97M-V functional and the def2-TZVPD basis

Results
LUMO = -3.3 eV
net charge = +1
F_max = 2.8 eV/Å

Atoms and positions in Å:
O -3.538 0.190 4.631
C -1.136 1.707 5.974
H 1.450 0.685 4.813
C 4.680 0.302 3.533
O -0.566 9.627 0.722
H 1.591 2.345 -8.827
H -1.325 2.080 4.974
O -5.899 -11.585 -2.662
C 3.231 2.464 -4.685
O 3.011 3.586 -8.037
C 0.878 -2.426 4.975
H 5.626 6.723 -4.165
O -5.581 0.341 0.077
H -7.951 -10.470 1.257
C 0.036 -4.185 -1.054
C -1.287 2.092 0.759
C -7.687 0.075 -0.898
C -7.073 -11.042 -0.653
C 0.546 6.780 3.402
N 3.479 -1.845 1.460
O 7.286 5.445 -8.216
C -4.469 2.670 2.379
O 5.283 5.577 -6.513
C 0.771 -1.763 2.118
C 3.497 3.225 -5.755
H 0.434 -3.666 -1.928
O -9.350 2.161 -3.472
O 4.998 -3.384 -0.165
H 0.558 -1.914 5.875
H 9.529 6.591 -7.391
O 2.055 0.670 -3.729
H 0.255 1.421 2.165
C 1.551 1.081 -5.989
H 2.496 -2.065 -2.181
O 5.938 -2.637 2.056
H -1.971 1.365 0.316
H -6.786 -11.991 -2.704
H -1.511 2.417 6.698
H -10.071 1.511 -3.375
C 0.307 6.433 1.961
H 6.048 -3.590 2.008
H 5.301 0.978 1.691
C -1.641 -5.995 -0.487
H 0.045 -6.197 -1.877
C -8.399 1.791 -2.628
H -0.229 -4.251 1.458
O 1.218 1.668 -8.230
C 0.846 -4.204 1.380
C -0.668 -5.446 -1.547
H -4.852 0.983 -0.002
H 1.183 -5.090 1.911
H 3.694 -4.785 1.297
C 7.499 6.055 -7.058
H -1.411 3.607 2.249
O 3.823 2.659 -3.509
P 1.545 -1.208 3.762
C 3.110 0.662 1.555
C -0.742 -1.941 2.258
O 5.665 -0.982 0.225
C -6.249 1.995 -1.541
H 0.831 0.275 -6.013
P 5.043 -2.153 0.831
C 8.675 6.608 -6.730
O -0.112 10.367 3.218
H -1.172 0.143 2.913
H 0.505 0.385 -0.686
H -1.270 -5.163 -2.406
N 1.485 -3.045 2.011
O -9.770 0.009 -1.998
C 6.478 6.719 -4.831
H -4.378 3.015 3.404
H 5.676 -0.030 3.794
H -1.126 2.872 0.020
H 5.582 -3.197 -0.911
O 4.311 0.614 -1.263
N -2.698 -6.800 -1.119
H -2.587 -7.760 -0.826
O -8.019 -11.662 -1.093
C -6.536 0.743 -0.759
C -4.754 -9.600 0.177
H 1.145 -1.719 0.077
H -0.924 -2.865 2.798
C 4.442 0.670 2.272
C 7.654 7.270 -4.500
H 0.589 8.403 4.849
H -0.378 10.817 2.394
H 3.485 1.979 -2.898
C 0.399 8.162 3.813
H -7.024 3.353 -3.054
H -2.094 -5.118 -0.029
C -3.380 3.280 1.498
H -5.018 -8.684 2.247
O 0.485 5.147 1.665
H 0.812 2.164 0.696
H -0.712 -0.324 0.257
H 3.836 -4.330 2.967
C 1.235 -4.462 -0.103
C 2.723 -0.673 0.862
C 1.813 1.841 -7.062
C -1.765 0.314 6.217
H -3.555 2.992 0.466
N 3.528 -4.127 2.035
O -3.813 -8.948 0.605
H -5.442 2.980 1.999
C 0.275 0.131 0.340
P 3.039 -0.359 -1.039
O 9.855 7.794 -5.069
H -3.579 -6.492 -0.737
C 8.829 7.259 -5.440
H -1.063 -6.554 0.252
H -0.650 -3.480 -0.589
C -5.834 -10.951 -1.505
O -1.813 -1.254 4.294
C 0.081 1.460 1.093
C 2.243 1.331 -4.740
C -7.064 -10.386 0.645
C 2.809 -2.955 1.837
H 0.047 -3.015 4.603
C -2.442 -0.238 4.990
C 0.039 9.089 2.913
H -0.232 7.110 0.020
H 1.544 -5.495 -0.206
H 8.796 8.172 -3.358
H 1.684 -3.109 5.221
O 0.878 0.232 4.190
C -0.226 8.737 1.473
H -7.906 -0.824 -0.339
C 1.206 -0.957 0.873
C -1.988 2.737 1.949
H 0.740 4.722 2.506
C -4.750 -10.269 -1.107
H 4.208 4.045 -5.725
H 3.970 0.354 4.341
C -8.698 0.554 -1.828
H 3.124 1.470 0.826
H -0.062 1.645 6.098
H 2.352 0.961 2.272
H -1.027 -0.362 6.637
H 4.850 0.805 -0.485
O -5.902 -9.090 2.214
H -3.403 4.360 1.597
H -3.858 -10.196 -1.712
H -1.156 -2.125 1.266
C 2.819 2.960 -7.014
H -2.180 2.041 2.757
H -2.557 0.447 6.944
C -1.569 -0.863 2.919
H -4.445 1.584 2.357
H -2.540 -0.831 2.431
C -5.979 -9.710 1.041
O 0.856 5.873 4.155
O 3.319 -1.802 -1.761
H 2.025 -3.785 -0.424
O -5.191 2.567 -1.351
O 7.871 7.860 -3.335
C -7.248 2.461 -2.486
C 6.320 6.090 -6.128
C -0.056 7.351 1.059
H 6.358 5.143 -8.202

Atoms 1-3, force components in eV/Å:
2.384 -0.812 0.336
0.141 -0.374 -0.051
0.211 0.198 0.031


# 2
Formula: C54H70O3
Source: the Open Molecules 2025 dataset
Level of theory: the ωB97M-V functional and the def2-TZVPD basis

Results
LUMO = 0.6 eV
SMILES = CCCCCCCCCCC[C@H](COc1cc(C)ccc1C(C)C)OC=O.c1ccccc1.c1ccccc1.c1ccccc1.c1ccccc1.c1ccccc1
F_max = 2.5 eV/Å

Atoms and positions in Å:
C -0.459 -2.002 -4.961
C -2.567 -1.792 -0.484
H -0.178 -3.068 -4.733
H 1.590 -3.163 0.588
H -4.487 -6.184 6.184
H -2.925 -5.386 7.928
H 1.116 -1.854 3.347
C 3.681 -1.087 -4.289
H -8.553 8.598 -0.282
H -4.991 -0.140 -2.419
H -2.453 -2.269 0.514
H 3.000 -1.123 -3.445
C 1.289 -3.284 1.659
H 4.745 0.628 -3.554
H 6.295 0.707 -5.482
H -1.120 -5.809 0.833
H -3.877 8.028 -1.793
C 6.087 -1.406 5.031
H -6.685 9.125 1.251
H -2.589 2.524 -1.006
H 3.969 0.990 2.865
O -0.639 -6.020 -1.492
C -0.049 -7.255 -1.212
H -5.745 7.475 -3.317
C 4.719 -1.296 5.251
C -1.816 -3.532 5.317
H -4.348 -5.274 3.888
H 3.833 2.255 -0.418
C 5.500 3.340 0.392
C -0.628 -4.812 0.631
C 4.660 -0.104 -4.349
H -5.382 -0.334 0.639
H -4.076 5.070 -0.563
C 4.564 0.316 3.472
H -0.283 -4.359 2.749
C 0.053 -4.935 -0.785
C -3.874 -1.200 -0.804
H -3.492 1.653 1.449
C 5.931 0.203 3.248
C 6.693 -0.655 4.031
H -2.616 4.954 0.599
H 2.096 -0.633 1.281
H -1.747 0.703 2.606
H 0.831 -3.557 -2.329
C 3.958 -0.432 4.474
H -1.063 -2.791 5.071
H 0.178 0.524 -5.276
C -2.936 2.596 1.207
O 0.629 -7.799 -2.032
C -3.279 3.038 -0.283
H -4.347 8.849 0.493
C 0.978 -0.666 1.462
O -0.259 -2.424 -0.970
C 6.615 4.841 -1.124
H 4.247 -1.884 6.030
C -5.166 8.611 -0.177
C -3.740 -5.438 5.941
C -1.042 0.924 1.760
C 0.369 -4.554 1.828
C -1.902 -4.034 6.609
C 6.500 4.271 0.139
C -0.080 0.451 -4.185
H 5.414 2.892 1.376
H -5.849 -1.998 -0.059
H -0.982 1.093 -4.003
C -2.697 -3.977 4.338
H 6.108 -0.975 -7.289
C 3.568 -2.019 -5.305
C -1.541 -1.112 -2.719
C -3.660 -4.929 4.651
C -0.106 -3.665 -1.702
C -3.063 4.634 -0.381
H -1.440 -4.047 0.697
C 0.480 0.706 2.193
H 0.623 0.665 3.302
H 0.303 -1.644 -5.715
C -2.856 -0.514 -3.048
C -1.348 2.412 1.302
C -4.902 8.149 -1.460
C -6.479 8.768 0.249
C -5.003 -1.321 0.257
H -2.336 4.853 -1.214
H 4.351 -2.717 -7.180
H 6.682 -2.078 5.640
C -0.323 -1.059 -3.694
H -0.279 -7.691 -0.192
C 4.612 2.983 -0.615
H 0.504 -0.646 0.450
C -1.431 -1.772 -1.424
C -7.265 8.003 -1.894
C -5.951 7.841 -2.318
C 4.439 -1.984 -6.387
C -4.001 -0.574 -2.125
H 2.892 -0.339 4.646
H 1.134 -5.211 -0.659
C 5.724 4.487 -2.130
H 7.760 -0.739 3.862
H 0.595 -1.365 -3.131
H -0.872 2.546 0.289
H 2.238 -3.501 2.238
H -0.952 -3.810 -2.423
H -2.632 -3.582 3.330
H 7.399 5.562 -1.323
H 5.812 4.934 -3.113
H 6.402 0.785 2.464
H -3.020 -0.003 -4.032
H 2.798 -2.780 -5.254
H -0.430 -2.119 2.482
H -0.889 3.182 1.976
C 5.532 -0.061 -5.431
H 0.783 0.913 -3.626
C 4.721 3.560 -1.875
C 5.425 -1.004 -6.448
H -4.551 -1.833 1.159
H -1.335 0.266 0.896
H -3.238 3.390 1.949
C 0.682 -1.973 2.310
H 1.050 1.564 1.745
C -7.528 8.469 -0.612
H -8.084 7.767 -2.564
H 0.924 -5.506 2.032
H 7.191 4.552 0.925
H -1.453 -1.930 -5.472
C -2.862 -4.990 6.921
H 4.024 3.285 -2.659
H -1.219 -3.682 7.374
H -4.331 2.770 -0.578

Atoms 1-3, force components in eV/Å:
0.761 0.286 -0.148
-0.545 1.055 -1.817
-0.637 0.964 -0.131


# 3
Formula: C54H73BrClN12O4PS
Source: the Open Molecules 2025 dataset
Level of theory: the ωB97M-V functional and the def2-TZVPD basis

Results
LUMO = 0.0 eV
SMILES = COCCCCCCCCCCCc1c(O)c(CCc2ccccc2)cc2c1N(P(O)O)c1c(Cl)cc(Br)cc1S2.CC#N.CC#N.CC#N.CC#N.CC#N.CC#N.CC#N.CC#N.CC#N.CC#N.CC#N
F_max = 3.1 eV/Å

Atoms and positions in Å:
C 8.819 -2.508 -3.707
H -1.166 -3.784 -1.730
H -0.879 -0.425 2.542
C -0.728 -0.854 -1.806
N -6.213 -5.026 2.653
H -0.423 4.352 1.916
H 0.396 3.123 4.598
H -5.989 -1.138 2.406
C 4.648 8.716 6.692
H -2.549 2.723 4.155
C -4.612 3.185 -3.432
H -4.252 -2.544 -1.681
C 4.432 -1.381 -2.220
C 0.681 -1.353 3.826
O -4.007 -2.832 -2.581
H 0.882 -2.116 1.769
H 6.212 -4.295 -1.154
C -5.922 -1.458 3.446
C -0.800 -3.294 -0.782
H 2.037 6.514 7.184
C 3.696 8.633 7.825
H 4.247 9.373 5.921
N -3.406 -1.684 4.161
C 0.711 -0.707 -2.056
H 4.390 -0.718 -4.302
H 0.608 6.530 6.132
C -3.868 0.953 -2.504
H 2.031 5.000 -4.094
C -5.597 -5.392 3.550
C 0.361 1.252 3.394
N -1.252 8.592 -2.825
H -2.103 -2.697 -4.129
C -3.676 2.052 -3.447
N 7.943 -4.217 2.565
C 1.038 6.106 7.040
C 8.827 -3.739 1.986
H 9.664 -2.914 0.225
H 1.202 9.975 -4.502
H -2.422 -1.830 -0.679
H -6.420 -0.723 4.077
C -2.896 6.652 -3.472
H 5.423 -0.562 1.087
H 0.829 3.853 -4.718
H 0.435 1.563 2.317
N 9.370 -2.443 -2.703
H -1.510 4.132 3.755
C -5.765 3.217 -2.499
C 2.806 0.408 -3.312
O 1.591 -1.491 -1.297
C -5.013 1.044 -1.574
C -1.090 0.882 -3.628
H -2.354 -3.381 0.806
H 7.173 -2.026 -4.944
H -0.687 1.855 5.259
H -4.317 -5.018 5.192
H 3.192 1.099 -2.519
C -4.801 -5.865 4.706
H -4.038 -6.566 4.367
C 1.674 9.225 -5.136
H -4.528 4.036 -4.141
H 2.877 0.984 -4.277
C 3.100 9.072 -4.763
Br -7.043 4.706 -2.543
H 8.722 -2.184 -5.796
H 2.994 -1.754 -3.844
N -7.072 -9.246 -1.591
C 1.109 4.631 6.921
C 5.904 -2.495 0.127
H 10.803 -3.830 1.234
N -0.186 6.737 -5.541
C -6.345 -9.174 -2.474
C -1.601 3.021 3.629
H 6.451 -2.934 1.011
C -5.404 -9.078 -3.615
C -1.311 -1.802 -0.724
H -0.834 3.328 0.467
N -3.076 -0.253 -2.404
C -0.343 2.332 4.302
C 5.310 -1.159 0.156
H -0.629 -4.018 3.752
H 1.533 -3.209 3.057
H 0.520 4.721 -3.202
H 1.419 1.168 3.766
C 8.102 -2.593 -4.999
H -6.424 -2.419 3.554
C -5.135 -7.229 0.068
C -0.609 -4.433 1.609
H 0.548 -1.714 4.883
O -2.483 -1.906 -4.566
O -1.773 2.720 2.233
H -2.059 4.483 1.123
H -5.800 -8.395 -4.365
C 1.285 0.198 -3.041
C 5.043 -2.715 -2.268
H -0.957 -5.425 2.022
H -0.969 -1.389 0.274
Cl -5.277 -0.323 -0.425
C -1.557 -4.071 0.401
C -0.647 -3.406 2.803
P -3.753 -1.446 -3.539
C 5.776 -3.269 -1.109
H 1.594 9.538 -6.177
H 4.807 7.725 6.269
N 4.205 8.954 -4.475
H -3.793 7.058 -3.941
C 0.322 5.891 -4.956
H -5.268 -10.061 -4.064
H -6.801 2.078 -0.816
N -2.600 -7.499 0.718
C 3.642 -0.917 -3.484
C 9.963 -3.136 1.250
H -3.183 6.079 -2.590
H 4.925 -3.332 -3.189
C -1.987 7.752 -3.090
H 0.738 1.694 -4.612
H -1.548 -2.748 2.825
H 5.601 9.113 7.039
C -4.504 -1.586 3.846
H 0.297 -3.420 -0.638
H 0.416 6.381 7.890
H -1.049 -0.115 4.351
H 7.869 -3.633 -5.228
H -5.452 -6.365 5.423
C -0.331 -0.184 3.488
H 4.132 0.387 -0.876
C -5.960 2.137 -1.540
H 1.744 -2.300 -1.822
H 1.155 8.277 -5.010
C 0.339 1.002 -3.839
C -1.651 -0.045 -2.640
H -4.439 -8.708 -3.269
H 10.272 -2.213 1.740
H -5.653 -8.179 0.194
N 1.164 3.488 6.830
H -5.604 -6.480 0.706
H -2.394 5.991 -4.178
C -3.707 -7.381 0.436
H -2.110 -4.965 0.003
C 0.666 -2.537 2.786
H 1.724 -0.920 3.785
H 0.422 -4.622 1.208
C -1.243 3.771 1.420
H -5.218 -6.914 -0.971
S -2.256 1.904 -4.608
N 2.959 8.569 8.703
C 4.582 -0.621 -0.992
C 0.965 4.798 -4.195

Atoms 1-3, force components in eV/Å:
-0.365 -0.041 -0.556
0.714 0.632 0.630
0.266 0.277 0.862


no.,frontier orbital gap (eV),E (eV)
1,7.34,-148283.433
2,9.36,-63272.457
3,8.39,-185935.921